{
  "formula": "C81H213N3O27",
  "method": "the ωB97M-V functional and the def2-TZVPD basis",
  "multiplicity": 1,
  "gap_ev": 8.671,
  "e_lumo_ev": 0.5,
  "energy_ha": -5409.4017,
  "species": ["C", "C", "C", "O", "H", "H", "H", "H", "H", "H", "H", "H", "C", "C", "C", "O", "H", "H", "H", "H", "H", "H", "H", "H", "C", "C", "C", "O", "H", "H", "H", "H", "H", "H", "H", "H", "C", "C", "C", "O", "H", "H", "H", "H", "H", "H", "H", "H", "C", "C", "C", "O", "H", "H", "H", "H", "H", "H", "H", "H", "C", "C", "C", "O", "H", "H", "H", "H", "H", "H", "H", "H", "C", "C", "C", "O", "H", "H", "H", "H", "H", "H", "H", "H", "C", "C", "C", "O", "H", "H", "H", "H", "H", "H", "H", "H", "C", "C", "C", "O", "H", "H", "H", "H", "H", "H", "H", "H", "C", "C", "C", "O", "H", "H", "H", "H", "H", "H", "H", "H", "C", "C", "C", "O", "H", "H", "H", "H", "H", "H", "H", "H", "C", "C", "C", "O", "H", "H", "H", "H", "H", "H", "H", "H", "C", "C", "C", "O", "H", "H", "H", "H", "H", "H", "H", "H", "C", "C", "C", "O", "H", "H", "H", "H", "H", "H", "H", "H", "C", "C", "C", "O", "H", "H", "H", "H", "H", "H", "H", "H", "C", "C", "C", "C", "C", "C", "N", "O", "C", "C", "C", "H", "H", "H", "H", "H", "H", "H", "H", "H", "H", "H", "H", "H", "H", "H", "H", "H", "H", "H", "C", "C", "C", "C", "C", "C", "N", "O", "C", "C", "C", "H", "H", "H", "H", "H", "H", "H", "H", "H", "H", "H", "H", "H", "H", "H", "H", "H", "H", "H", "C", "C", "C", "C", "C", "C", "N", "O", "C", "C", "C", "H", "H", "H", "H", "H", "H", "H", "H", "H", "H", "H", "H", "H", "H", "H", "H", "H", "H", "H", "C", "O", "H", "H", "H", "H", "C", "O", "H", "H", "H", "H", "C", "O", "H", "H", "H", "H", "C", "O", "H", "H", "H", "H", "C", "O", "H", "H", "H", "H", "C", "O", "H", "H", "H", "H", "C", "O", "H", "H", "H", "H", "C", "O", "H", "H", "H", "H", "C", "O", "H", "H", "H", "H"],
  "xyz": [[17.78686, -35.12401, 5.69592], [16.83429, -35.89033, 6.58209], [15.84393, -36.70345, 5.75292], [17.57233, -36.72145, 7.50331], [18.52794, -34.60270, 6.29831], [17.21159, -34.42521, 5.06225], [18.22440, -35.89420, 5.08387], [16.27468, -35.13453, 7.18399], [14.91917, -37.00044, 6.30435], [16.38316, -37.63272, 5.45559], [15.52112, -36.17162, 4.86899], [16.89281, -36.99063, 8.11481], [16.65228, -32.94286, 11.34772], [16.96393, -32.47321, 9.93699], [17.96407, -33.39906, 9.19775], [15.73225, -32.29162, 9.21821], [15.95769, -32.28756, 11.86294], [17.56764, -32.93801, 11.98764], [16.14164, -33.90389, 11.46507], [17.31065, -31.44782, 9.97842], [17.77160, -34.46898, 9.31529], [18.94355, -33.08855, 9.54310], [17.92851, -33.18019, 8.13693], [14.98603, -32.87161, 9.55845], [18.17213, -27.32728, -3.85561], [16.73728, -26.84216, -3.87588], [15.86198, -27.97846, -3.32708], [16.65262, -25.70120, -3.11943], [18.39849, -27.75714, -2.89884], [18.83806, -26.53125, -3.99911], [18.29942, -28.10178, -4.61537], [16.40088, -26.60669, -4.90098], [15.88596, -28.87644, -3.89571], [14.78183, -27.70833, -3.27582], [16.15761, -28.23852, -2.27282], [15.73012, -25.47090, -2.93239], [12.79086, -34.65924, 7.80218], [12.93272, -35.08824, 9.27014], [14.13398, -36.06230, 9.41552], [13.28312, -33.92383, 10.13903], [12.52918, -35.52676, 7.22099], [13.75427, -34.22962, 7.49610], [12.06403, -33.85555, 7.64194], [12.00948, -35.62818, 9.64644], [14.39998, -36.25498, 10.46008], [15.03133, -35.70339, 8.92939], [13.94207, -37.03587, 8.90724], [12.86518, -33.13340, 9.71148], [10.12045, -26.89596, -1.79960], [11.48432, -27.47132, -2.04633], [11.44757, -28.38805, -3.20545], [12.41617, -26.44964, -2.46258], [9.40522, -27.73018, -1.61011], [9.83860, -26.41120, -2.75154], [10.06736, -26.25654, -0.91702], [11.81058, -27.99310, -1.11567], [11.20355, -27.81932, -4.09490], [10.71640, -29.18501, -3.01123], [12.36351, -28.93370, -3.38567], [12.34531, -25.60831, -2.00689], [7.31621, -28.88455, 3.55853], [8.47543, -29.04318, 2.69093], [8.29491, -28.41495, 1.28514], [9.63953, -28.52732, 3.32710], [7.31810, -27.84134, 3.86894], [7.23136, -29.58867, 4.38548], [6.46866, -29.01734, 2.83922], [8.72632, -30.07277, 2.55010], [8.42859, -27.31076, 1.34582], [7.31297, -28.64858, 0.84209], [8.99673, -28.83313, 0.55772], [9.48529, -27.62637, 3.50762], [19.17542, -30.95684, 7.11478], [19.43176, -29.69895, 6.25358], [18.22168, -29.37653, 5.38554], [19.73474, -28.63203, 7.08426], [18.94190, -31.70969, 6.40354], [18.33072, -30.79143, 7.75671], [20.10206, -31.24436, 7.62454], [20.24932, -29.85912, 5.51546], [18.10199, -30.19181, 4.64605], [18.31370, -28.44558, 4.82665], [17.31141, -29.37985, 6.05706], [20.01882, -29.01080, 7.94594], [9.42528, -28.01718, 11.64059], [9.26160, -27.08965, 10.45947], [9.78697, -25.65333, 10.69921], [9.86876, -27.67210, 9.27553], [8.96945, -27.68858, 12.54794], [10.42564, -28.33154, 11.91459], [8.89133, -28.94515, 11.37601], [8.24862, -27.09812, 10.20491], [10.79519, -25.76348, 11.10180], [9.11711, -25.13552, 11.43356], [9.86992, -24.99264, 9.82497], [10.83303, -27.54930, 9.40202], [10.80037, -33.60894, -0.71447], [10.17675, -32.38287, -1.45764], [10.17757, -31.16773, -0.58419], [10.92241, -32.05498, -2.65241], [10.33157, -33.74418, 0.26917], [11.87699, -33.38390, -0.65169], [10.67366, -34.50622, -1.29475], [9.14105, -32.50499, -1.80089], [9.67735, -31.38424, 0.35015], [9.68245, -30.33944, -1.07838], [11.21606, -30.91904, -0.34520], [11.75926, -31.71232, -2.40199], [7.06593, -33.47667, 0.63607], [6.55244, -32.01560, 0.51115], [5.10865, -32.04379, -0.05715], [6.57160, -31.25630, 1.67203], [8.05432, -33.56923, 1.09275], [7.16481, -33.87385, -0.38054], [6.34932, -34.09756, 1.17467], [7.13133, -31.44058, -0.14762], [5.29151, -32.57305, -0.97186], [4.60860, -31.09273, -0.28275], [4.51084, -32.69786, 0.51028], [6.28225, -31.73288, 2.45047], [9.38528, -34.59701, 5.97942], [9.11668, -34.26715, 4.48397], [8.17779, -33.04328, 4.37070], [10.28282, -34.12584, 3.80990], [9.88694, -35.55770, 6.08317], [8.47870, -34.73675, 6.54402], [10.01030, -33.85317, 6.50697], [8.63284, -35.12227, 3.99698], [8.27181, -32.48087, 3.46471], [8.37994, -32.32141, 5.16417], [7.11305, -33.37609, 4.47163], [10.75504, -33.35763, 4.16834], [10.84299, -36.89318, 1.45896], [11.85469, -37.24177, 2.46808], [13.29319, -36.89439, 2.12542], [11.48443, -36.78713, 3.71377], [11.18822, -37.22818, 0.47455], [10.68678, -35.78326, 1.45085], [9.91510, -37.45389, 1.71442], [11.96381, -38.35213, 2.45099], [13.94669, -37.25536, 2.88723], [13.40192, -35.81772, 2.04527], [13.61400, -37.34237, 1.19623], [11.10463, -35.90510, 3.69331], [16.62009, -33.40880, -0.23675], [16.18946, -34.28507, -1.39596], [15.03319, -35.24668, -1.14032], [15.69594, -33.46189, -2.47563], [17.17989, -32.46152, -0.55709], [17.11040, -33.90632, 0.58582], [15.71803, -32.90058, 0.19435], [17.13226, -34.73675, -1.64797], [14.55151, -35.56557, -2.09651], [14.24358, -34.83936, -0.54310], [15.34380, -36.18821, -0.54862], [16.44053, -32.88146, -2.75309], [14.17725, -27.44174, 8.82096], [14.89677, -28.71366, 8.48636], [16.35795, -28.60313, 8.86554], [14.30344, -29.76818, 9.27821], [14.66496, -26.58218, 8.36585], [14.09025, -27.41650, 9.89719], [13.17618, -27.51573, 8.36891], [14.93960, -28.99339, 7.45605], [16.87676, -27.81598, 8.29343], [16.92233, -29.47655, 8.62423], [16.44626, -28.41407, 9.93328], [14.83770, -30.52560, 9.16904], [18.97621, -30.60500, -2.12193], [19.16030, -31.55840, -3.29490], [20.49772, -32.31850, -3.23227], [18.09511, -32.53712, -3.26435], [19.21592, -31.08892, -1.19331], [17.95297, -30.22890, -2.03185], [19.62262, -29.73178, -2.12591], [19.17919, -31.01473, -4.24053], [21.25676, -31.73997, -2.69717], [20.85133, -32.53956, -4.22004], [20.25353, -33.21020, -2.71946], [18.43885, -33.31768, -3.72053], [19.26523, -32.93306, 2.93327], [20.64277, -32.53408, 2.31951], [21.79840, -32.82100, 3.29397], [22.02318, -34.35078, 3.40094], [22.43296, -34.83801, 2.02269], [21.26813, -34.69201, 0.98005], [20.86205, -33.27492, 1.02079], [19.84836, -32.93868, 0.06680], [21.74894, -35.03478, -0.41548], [20.15013, -35.69795, 1.23924], [20.71210, -31.06765, 2.00409], [18.50708, -32.90744, 2.14305], [18.93067, -32.14945, 3.64298], [19.22120, -33.89866, 3.45279], [22.75944, -32.42399, 2.97588], [21.56617, -32.26106, 4.24963], [21.13355, -34.86322, 3.82483], [22.79662, -34.56630, 4.06559], [22.83468, -35.85614, 1.91278], [23.23786, -34.21989, 1.62885], [21.01020, -34.72953, -1.19191], [22.66711, -34.58829, -0.68347], [21.81281, -36.09885, -0.56900], [19.42334, -35.70963, 0.43717], [20.60583, -36.70114, 1.32440], [19.56879, -35.42676, 2.11483], [20.72234, -30.53857, 3.00333], [19.83853, -30.79855, 1.48986], [21.60976, -30.78162, 1.48080], [19.00177, -33.32893, 0.35601], [14.28606, -33.53064, 4.94359], [14.27483, -32.01365, 4.97838], [15.58977, -31.33481, 4.55304], [15.84049, -31.57563, 3.05113], [14.79275, -30.79318, 2.33808], [13.36688, -31.31569, 2.65541], [13.18589, -31.41843, 4.11317], [11.96448, -32.06813, 4.44783], [12.24579, -30.30604, 2.24135], [13.09760, -32.58810, 1.84493], [13.95845, -31.52422, 6.41002], [14.51937, -33.99024, 4.00079], [13.32195, -34.01182, 5.15289], [14.98785, -33.89893, 5.71273], [15.48028, -30.25709, 4.75040], [16.34106, -31.79836, 5.19649], [15.74531, -32.62005, 2.91247], [16.82829, -31.17159, 2.83732], [14.81156, -30.82057, 1.22951], [14.98508, -29.75645, 2.55652], [12.26557, -29.46807, 2.96038], [12.44714, -29.93988, 1.22288], [11.24606, -30.76829, 2.21332], [13.06031, -32.39244, 0.76386], [13.85923, -33.36659, 1.95156], [12.09386, -32.96142, 2.10504], [13.80056, -30.43970, 6.42355], [14.70292, -31.84994, 7.15253], [12.93213, -31.89308, 6.75320], [11.32283, -31.37139, 4.61656], [19.65006, -27.25872, -0.01130], [18.55453, -27.24957, 1.06422], [19.15834, -26.98153, 2.47164], [19.57975, -25.52833, 2.64481], [18.34696, -24.68495, 2.42544], [17.68904, -24.74929, 1.05019], [17.47142, -26.22844, 0.81335], [16.85776, -26.42080, -0.44242], [16.27418, -24.16838, 1.26215], [18.37770, -24.08011, -0.16416], [17.81064, -28.62014, 0.97319], [20.26763, -28.16652, 0.16424], [20.28847, -26.39000, -0.08516], [19.22542, -27.38833, -1.02580], [18.33618, -27.13864, 3.18368], [19.88350, -27.81520, 2.53007], [20.33703, -25.24363, 1.95675], [19.87149, -25.32609, 3.67972], [18.51752, -23.63842, 2.59176], [17.60963, -25.05124, 3.15513], [16.19567, -23.24906, 1.87482], [15.76473, -23.99407, 0.28936], [15.61960, -24.81619, 1.86666], [17.78143, -24.18400, -1.04927], [18.63402, -23.03560, -0.03582], [19.31869, -24.58972, -0.35345], [17.10780, -28.71307, 1.83837], [18.42171, -29.53247, 0.98740], [17.34640, -28.56405, -0.00708], [17.44798, -26.21615, -1.17955], [10.47378, -29.42985, 6.62018], [10.15331, -30.20018, 5.41669], [11.27667, -28.70161, 6.50152], [9.60276, -28.89957, 6.96770], [10.66003, -30.17165, 7.39477], [9.98671, -29.57200, 4.72312], [14.49275, -27.55718, 4.96997], [15.50911, -27.68122, 3.93578], [13.60326, -26.97649, 4.77646], [14.08741, -28.52885, 5.37700], [14.99347, -27.06573, 5.81180], [15.04055, -27.64778, 3.08467], [10.97086, -38.50100, 6.57637], [12.03899, -37.62541, 6.41006], [11.33694, -39.52101, 6.41067], [10.62682, -38.48565, 7.59305], [10.16249, -38.30529, 5.83831], [12.03103, -37.29527, 5.50091], [14.12281, -30.38953, -2.07457], [13.65144, -31.65540, -1.64828], [13.48240, -29.57626, -1.68941], [15.08151, -30.24773, -1.57427], [14.26127, -30.34570, -3.14733], [14.34542, -32.30146, -1.83804], [17.88147, -25.41843, 6.48696], [19.04420, -26.10935, 5.98708], [17.79019, -24.47868, 5.89570], [16.97801, -26.00749, 6.27421], [17.90790, -25.14069, 7.52575], [19.28488, -26.82767, 6.58687], [11.78389, -26.13578, 1.76296], [12.60699, -25.35248, 0.86451], [11.24636, -25.39559, 2.41724], [11.08975, -26.74879, 1.20377], [12.37605, -26.81656, 2.42150], [13.51222, -25.64727, 1.13166], [11.91079, -30.99522, 10.81449], [11.95110, -31.20479, 9.36290], [10.86362, -30.96225, 11.12498], [12.45273, -31.76430, 11.28730], [12.34770, -30.02292, 11.08819], [12.70410, -30.67152, 9.07739], [7.53988, -30.72624, 8.57395], [7.88422, -29.42922, 9.04751], [7.48480, -30.70200, 7.51569], [8.38538, -31.36675, 8.85390], [6.61856, -31.08633, 8.98435], [8.83380, -29.43647, 9.02322], [14.40710, -27.86764, 0.26042], [14.77488, -26.98659, 1.37652], [13.40774, -28.13709, 0.63864], [14.28132, -27.34957, -0.72930], [15.07457, -28.66966, 0.22314], [15.73580, -26.66909, 1.31587]],
  "forces_ev_per_a": [[-0.527, -0.250, 0.148], [-0.875, 0.980, 0.637], [0.043, -1.149, 0.565], [-0.196, 0.625, -0.811], [0.131, 0.037, -0.157], [0.360, -0.227, 0.267], [0.729, -0.001, -0.584], [0.190, -0.385, -0.208], [0.718, 0.198, -0.213], [-0.474, 0.524, -0.013], [-0.019, 0.189, -0.265], [-0.109, -0.497, 0.593], [0.613, 0.146, 1.247], [-0.976, -0.958, 0.072], [-0.768, 0.964, 0.175], [-1.271, -0.827, -0.047], [-0.078, 0.606, -0.153], [-0.523, -0.218, -0.549], [0.428, -0.239, -0.636], [0.726, 0.113, 0.107], [0.073, 0.190, 0.280], [0.396, -0.466, 0.130], [-0.067, 0.069, -0.229], [1.243, 0.434, -0.300], [-0.966, -0.661, -0.430], [-0.549, -2.084, -0.966], [-0.951, 0.840, 1.551], [-0.112, 1.658, 1.318], [0.027, -0.338, 0.557], [1.068, 1.165, -0.519], [0.165, 0.111, 0.036], [0.264, -0.217, 0.047], [0.399, -0.706, -0.736], [0.596, 0.137, -0.050], [-0.084, 0.343, -0.897], [0.226, -0.204, -0.078], [0.387, 0.591, 1.074], [0.829, -0.116, 0.494], [-0.643, -0.696, -0.223], [-0.799, -0.167, -1.492], [-0.030, -0.249, -0.409], [-0.157, -0.335, -0.057], [-0.161, -0.241, 0.210], [0.859, 0.945, -0.228], [-0.291, 0.040, -0.083], [0.192, 0.636, -0.153], [-0.243, 0.565, 0.440], [0.060, -0.689, 0.446], [-0.876, -0.581, -0.281], [0.711, 0.798, 0.798], [-0.478, -1.472, -0.273], [0.399, -0.322, -0.061], [0.395, 0.514, -0.197], [-0.254, 0.195, 0.668], [0.112, 0.317, -0.286], [0.203, 0.333, -0.476], [-0.217, -0.037, -0.214], [-0.084, 0.232, -0.298], [0.414, 0.241, -0.030], [-0.354, -0.159, 0.632], [-2.240, 0.297, -0.878], [1.349, -0.181, -1.570], [-0.099, 0.186, 0.128], [0.950, -1.235, -0.303], [-0.377, 0.079, 0.485], [0.190, 0.200, 0.060], [0.148, 0.020, 1.149], [-0.037, -0.825, -0.136], [-0.148, -0.617, -0.151], [0.165, 0.196, 0.467], [0.298, 0.239, 0.347], [-0.192, 1.839, 0.395], [1.138, 1.110, -1.297], [-0.439, -1.208, -1.152], [-0.881, -0.673, 0.701], [0.626, 0.774, 1.875], [-0.337, -1.143, -0.393], [-0.241, 0.008, 0.492], [-0.319, -0.008, 0.252], [0.074, -0.165, 0.646], [-0.050, 0.358, 0.335], [-0.017, 0.040, 0.327], [0.717, 0.253, -0.904], [-0.181, 0.674, -0.866], [-0.380, -1.334, -0.356], [1.582, 0.595, -0.385], [-0.532, -0.217, 0.521], [1.200, 0.483, 0.700], [-0.458, 0.679, 0.573], [0.547, 0.333, -0.306], [0.183, 0.225, 0.088], [-1.696, 0.267, -0.334], [0.043, 0.289, 0.287], [0.754, -0.444, -0.416], [-0.305, -0.556, -0.039], [-0.639, -0.246, -0.266], [-0.386, 1.232, -0.652], [0.641, -0.028, -0.515], [0.392, 0.016, 0.514], [-2.071, -1.007, -0.297], [0.317, 0.061, -0.145], [-0.409, -0.245, 0.290], [-0.056, -0.417, -0.258], [0.250, -0.626, 0.005], [-0.268, 0.080, 0.407], [0.012, 0.228, -0.086], [-0.087, 0.222, -0.018], [1.555, 0.267, 0.611], [0.077, 0.783, -0.489], [-2.093, -1.121, 0.341], [1.686, 0.073, -0.910], [0.671, 0.836, 1.375], [-0.121, 0.226, 0.145], [-0.087, -0.075, 0.157], [0.000, 0.019, 0.098], [1.145, 0.511, -1.166], [-0.511, -0.201, -1.019], [0.442, -0.172, 0.375], [-1.002, -0.568, 1.011], [-0.176, -0.368, 0.031], [0.190, -0.279, -0.282], [-2.134, -0.224, 1.618], [-0.716, -0.539, 0.917], [1.911, 0.346, -1.191], [0.336, -0.083, -0.225], [-0.610, 0.269, 0.161], [-0.317, -0.036, -0.509], [-0.193, -0.017, 0.287], [0.202, -0.004, -0.892], [0.031, -0.044, 0.167], [0.771, 0.279, -0.014], [0.653, -0.024, -0.258], [-0.999, 0.516, -0.839], [1.755, -1.935, -0.801], [-0.412, 1.107, -0.309], [0.019, -0.529, 1.811], [-0.225, 0.199, 0.018], [-0.122, -0.881, -0.132], [0.362, 0.716, -0.310], [-0.815, 0.327, 0.729], [0.464, -0.208, 0.724], [0.219, 0.377, -0.056], [-0.078, -0.159, -0.400], [-0.123, 0.724, -0.256], [-1.625, 2.881, 0.372], [-0.521, 0.789, -0.067], [0.744, -2.287, 0.344], [0.653, 0.326, 0.304], [-0.117, -1.648, 0.087], [0.255, -0.404, 0.144], [0.397, -0.628, -0.039], [0.162, -0.975, -0.935], [0.684, 0.178, 0.655], [-0.396, 0.781, 0.389], [-0.218, 1.341, -1.032], [-0.355, -0.329, 0.041], [-0.942, -0.589, -1.170], [1.289, -0.515, 1.196], [0.389, 0.938, 0.133], [-1.136, 2.084, -0.356], [0.091, 0.111, 0.324], [0.039, 0.473, 0.292], [0.013, 0.231, 0.302], [-0.780, -0.014, -0.902], [-0.353, 0.037, 0.263], [0.159, -0.960, -0.067], [0.146, 0.128, 0.130], [1.270, -1.941, -0.114], [-0.424, 0.083, 0.064], [0.800, 0.213, 0.283], [-0.499, 1.361, 0.114], [0.479, 0.377, -0.396], [0.039, -0.563, 0.451], [-0.059, -0.075, -0.246], [0.211, 0.067, -0.549], [-0.624, 0.126, -0.087], [-0.083, -0.257, -0.025], [0.259, -0.213, -0.553], [0.366, -1.054, 0.826], [-0.310, 0.110, 0.040], [0.085, 1.023, 0.250], [0.260, -1.334, -0.506], [-0.461, -0.834, 0.703], [-1.260, 0.457, -0.292], [-0.893, -0.094, -1.439], [-0.005, -0.008, 0.218], [0.507, 0.689, 0.074], [0.251, -0.470, 0.619], [-1.237, 0.194, -1.015], [-0.087, -0.066, 0.668], [0.110, 0.449, 2.188], [0.007, -0.133, 0.160], [0.230, -0.392, -0.152], [0.220, 0.310, -0.234], [-0.091, 0.388, -0.474], [0.099, -0.989, -0.731], [0.376, 0.171, -0.502], [1.403, -0.232, 1.305], [-0.398, 0.046, 0.577], [0.146, 0.315, 0.149], [0.352, 0.071, 0.703], [1.178, 0.605, -0.157], [0.304, -0.561, 0.272], [-0.031, -0.067, -0.496], [-0.476, 0.378, 0.134], [0.122, -0.380, 0.393], [-0.135, -0.234, -1.012], [-0.998, 0.718, -0.898], [0.233, -0.110, -0.346], [0.332, 0.030, -0.033], [0.060, -0.726, 0.676], [-1.404, 1.111, -0.069], [-0.832, -0.773, -0.194], [0.338, 1.244, 1.572], [-1.257, -0.113, -1.387], [-0.990, 0.551, -0.182], [0.984, -0.136, 0.898], [0.340, -0.599, -0.499], [0.869, 0.161, -0.192], [-0.310, -0.382, -0.176], [-1.787, -0.591, 0.375], [0.639, 0.107, -0.653], [-0.004, 0.616, 0.323], [-0.154, 0.060, -0.381], [0.315, -0.341, 0.019], [0.353, 0.279, -0.074], [0.378, -1.170, -0.641], [0.201, -0.371, -0.420], [0.434, -0.313, 0.341], [-0.487, 0.593, 0.454], [-0.161, -0.249, -0.421], [-0.074, -0.017, 0.273], [0.389, 0.085, 0.237], [0.109, 0.399, 0.308], [-0.146, -0.042, 0.311], [0.490, -0.208, 0.041], [0.512, -0.110, -0.122], [-0.129, 0.194, -0.323], [1.391, 0.103, -0.459], [-0.175, 0.826, 0.535], [-0.067, -1.016, -0.537], [-0.221, 0.340, -0.182], [-0.953, -0.702, -0.993], [-0.477, -0.394, 0.569], [-0.208, -0.098, -0.329], [-0.983, -0.897, 0.241], [0.109, 0.175, 0.045], [-0.317, -0.253, -0.019], [-1.072, 0.457, -0.279], [0.717, -0.640, 1.062], [0.121, 0.503, 0.853], [-0.135, 0.614, -0.117], [0.191, 0.222, 0.393], [0.033, -0.023, 0.473], [0.278, -0.286, 0.008], [0.159, 0.762, 0.664], [1.021, 0.242, -0.499], [0.425, -0.269, -0.204], [0.279, 0.595, 0.463], [-0.053, 0.317, -0.154], [0.746, -0.014, -0.648], [0.223, -0.051, 0.623], [0.472, -0.189, -0.390], [-0.461, 0.051, -0.408], [-0.250, 0.270, 0.308], [0.193, -0.011, -0.096], [0.154, 0.180, -0.899], [0.301, 0.576, 0.026], [-0.589, -0.431, 0.148], [0.235, 0.267, -0.071], [-0.751, -1.113, -0.471], [0.692, -0.039, 1.595], [0.280, -0.298, -0.185], [-0.480, 0.410, -0.110], [0.570, 0.089, -0.010], [-0.250, 0.799, -0.928], [1.002, -0.931, 0.931], [-1.585, 0.020, 0.951], [-0.085, 0.472, -0.871], [0.647, 0.484, -0.746], [-0.080, -0.068, -0.050], [0.167, 0.141, -0.221], [-0.161, -0.982, -1.089], [0.634, 0.893, 0.145], [-0.252, -0.172, -0.116], [-0.413, 0.350, 0.483], [0.246, -0.066, 0.642], [-0.055, -0.036, -0.209], [0.545, -0.101, 1.177], [-0.864, 0.323, 0.099], [-0.005, -0.561, -0.369], [0.371, 0.346, -0.235], [-0.152, 0.166, -0.293], [0.160, -0.358, -0.291], [0.150, 0.021, -1.749], [-0.545, 0.767, 0.483], [0.115, -0.607, 0.385], [0.075, 0.049, 0.179], [0.288, -0.077, 0.592], [-0.087, -0.150, -0.024], [0.312, 1.163, 0.645], [0.396, -1.107, 1.003], [0.159, -0.883, -0.452], [-0.325, -0.090, -0.148], [-0.248, 0.530, -0.530], [-0.432, 0.332, -0.650], [-0.768, 1.307, -1.473], [-0.190, -0.076, 1.282], [0.126, -0.298, -0.014], [0.503, -0.992, 0.834], [0.005, -0.281, -0.224], [0.267, 0.201, -0.255], [1.383, 0.224, 0.647], [-1.057, -0.320, 0.148], [-0.238, -0.178, -1.252], [-0.480, -0.528, -0.099], [-0.480, -0.054, 0.395], [0.691, 0.740, 0.089], [-1.788, 2.423, 0.987], [1.170, 0.137, -0.768], [0.320, -0.597, -0.757], [0.390, -0.261, 1.026], [0.872, -1.337, -0.211], [-0.987, -0.595, -0.211]],
  "lowdin_charge": [-0.058, -0.515, -0.046, -0.042, 0.073, 0.075, 0.079, 0.108, 0.080, 0.099, 0.054, 0.066, -0.053, -0.446, -0.032, -0.108, 0.075, 0.095, 0.079, 0.116, 0.079, 0.079, 0.043, 0.089, -0.038, -0.499, -0.054, -0.036, 0.035, 0.068, 0.093, 0.143, 0.063, 0.081, 0.075, 0.115, -0.051, -0.380, -0.054, -0.105, 0.056, 0.060, 0.069, 0.149, 0.078, 0.040, 0.088, 0.053, -0.054, -0.512, -0.062, -0.065, 0.080, 0.097, 0.072, 0.123, 0.093, 0.082, 0.053, 0.081, -0.050, -0.501, -0.027, -0.058, 0.094, 0.087, 0.091, 0.108, 0.092, 0.083, 0.048, 0.073, -0.035, -0.489, -0.033, -0.052, 0.056, 0.055, 0.097, 0.134, 0.064, 0.058, 0.095, 0.118, -0.054, -0.453, -0.045, -0.086, 0.071, 0.069, 0.077, 0.110, 0.071, 0.092, 0.077, 0.092, -0.028, -0.440, -0.068, -0.049, 0.056, 0.058, 0.071, 0.130, 0.068, 0.069, 0.069, 0.015, -0.032, -0.475, -0.040, -0.055, 0.061, 0.082, 0.081, 0.105, 0.066, 0.088, 0.057, 0.088, -0.022, -0.495, -0.037, -0.059, 0.060, 0.072, 0.080, 0.138, 0.043, 0.062, 0.096, 0.061, -0.050, -0.544, -0.039, -0.039, 0.088, 0.083, 0.100, 0.149, 0.064, 0.065, 0.073, 0.060, -0.047, -0.454, -0.037, -0.085, 0.103, 0.064, 0.077, 0.121, 0.097, 0.046, 0.103, 0.059, -0.032, -0.462, -0.037, -0.057, 0.082, 0.088, 0.076, 0.091, 0.082, 0.038, 0.096, 0.023, -0.051, -0.414, -0.030, -0.071, 0.047, 0.070, 0.076, 0.128, 0.097, 0.073, 0.044, 0.107, -0.004, -0.486, -0.122, -0.164, -0.118, -0.511, -0.064, -0.051, -0.040, -0.030, -0.035, 0.059, 0.075, 0.058, 0.116, 0.132, 0.112, 0.084, 0.126, 0.115, 0.078, 0.071, 0.080, 0.073, 0.101, 0.058, 0.098, 0.030, 0.095, 0.041, -0.022, -0.455, -0.118, -0.165, -0.127, -0.451, -0.046, -0.068, -0.011, -0.025, -0.021, 0.060, 0.086, 0.070, 0.101, 0.114, 0.083, 0.092, 0.116, 0.090, 0.087, 0.064, 0.076, 0.058, 0.063, 0.080, 0.059, 0.075, 0.094, 0.055, -0.019, -0.451, -0.112, -0.158, -0.144, -0.453, -0.100, -0.069, -0.030, 0.005, -0.003, 0.094, 0.066, 0.063, 0.096, 0.126, 0.096, 0.106, 0.119, 0.123, 0.095, 0.097, 0.073, 0.064, 0.090, 0.066, 0.090, 0.061, 0.061, 0.061, -0.080, -0.140, 0.080, 0.059, 0.068, 0.010, -0.124, -0.139, 0.069, 0.064, 0.052, 0.020, -0.176, -0.153, 0.074, 0.068, 0.088, 0.038, -0.139, -0.139, 0.070, 0.068, 0.082, 0.044, -0.134, -0.137, 0.085, 0.055, 0.066, 0.032, -0.148, -0.150, 0.090, 0.044, 0.071, 0.035, -0.099, -0.161, 0.077, 0.049, 0.077, 0.022, -0.127, -0.131, 0.053, 0.088, 0.073, 0.014, -0.093, -0.211, 0.064, 0.090, 0.030, 0.066]
}